# 1
This record from the OMol25 dataset describes C3H3O4P as an isolated structure. The level of theory is wB97M-V/def2-TZVPD.

The HOMO-LUMO gap is 6.94 eV. The energy relative to the best compared isomer or geometry (same formula, charge and spin) is 3.042 eV. The charge is 0. The HOMO energy is -9.01 eV.

CARTESIAN COORDINATES (ANGSTROEM)
C  -1.1943  -2.0578  -2.7959
C  -0.8937  -1.5757  -1.7049
C  1.8558  0.7272  0.8893
O  0.6373  1.2234  -2.1953
O  0.8273  1.6117  0.5304
O  1.9064  -0.1088  -0.2259
O  -0.9066  -1.0179  -0.6323
P  0.6233  0.6711  -0.8604
H  -1.2280  -2.7645  -3.4832
H  2.7363  1.4008  1.1090
H  1.7689  0.3806  1.9808

# 2
This record from the OMol25 dataset describes a 2-piece molecular cluster, C2H8O2 overall. The level of theory is wB97M-V/def2-TZVPD.

The HOMO-LUMO gap (alpha / beta) is 13.19 / 2.94 eV. The energy relative to the best compared isomer or geometry (same formula, charge and spin) is 1.263 eV. Its multiplicity is 2. The charge is +1. The expectation value of S² is 0.7561. The HOMO energy (alpha / beta) is -16.60 / -13.88 eV.

CARTESIAN COORDINATES (ANGSTROEM)
C  -1.1915  1.8499  -0.9143
O  -2.2789  1.1318  -0.2750
H  -1.2624  2.8865  -0.5848
H  -0.2306  1.4533  -0.5865
H  -1.2789  1.8546  -2.0008
H  -2.2931  0.2516  -0.6579
C  1.1713  -1.3732  0.6766
O  1.5911  -2.0773  1.8119
H  0.3001  -0.7417  0.8507
H  1.9910  -0.7210  0.3752
H  1.0868  -2.0082  -0.2052
H  2.3951  -2.5061  1.5099

# 3
This record from the OMol25 dataset describes a 2-piece molecular cluster, C4H8 overall. The level of theory is wB97M-V/def2-TZVPD.

The HOMO-LUMO gap is 10.11 eV. The energy relative to the best compared isomer or geometry (same formula, charge and spin) is 4.075 eV. The charge is 0. The HOMO energy is -9.08 eV. Its structure (SMILES) is C1=CC1.C.

CARTESIAN COORDINATES (ANGSTROEM)
C  1.7802  -0.1564  0.4891
C  0.8157  0.6579  0.2322
C  1.7009  -0.5721  -0.8643
H  2.4409  -0.3373  1.3356
H  0.6666  1.6839  0.5085
H  0.8184  -1.0937  -1.2075
H  2.1967  -0.0132  -1.6566
C  -2.1042  -0.0382  0.2374
H  -1.6802  0.9544  0.1321
H  -1.2443  -0.6942  0.1417
H  -2.5710  -0.1821  1.2144
H  -2.8200  -0.2089  -0.5628

# 4
This record from the OMol25 dataset describes one molecule with the formula C3H5NO2. The level of theory is wB97M-V/def2-TZVPD.

The HOMO-LUMO gap is 9.81 eV. The energy relative to the best compared isomer or geometry (same formula, charge and spin) is 2.613 eV. The charge is 0. The HOMO energy is -9.13 eV.

CARTESIAN COORDINATES (ANGSTROEM)
C  1.4316  0.9373  -0.3443
C  0.2886  0.1311  -0.8985
O  -0.1315  0.1730  -2.0253
C  -0.7267  -0.4150  0.3797
O  0.1486  -1.2405  -0.0894
N  -1.7564  -0.8908  1.0686
H  1.1730  1.9879  -0.4903
H  1.5971  0.7458  0.7144
H  2.3463  0.7196  -0.9055
H  -2.4662  -0.2595  1.3917
H  -1.9044  -1.8887  1.1989

# 5
This record from the OMol25 dataset describes C51H49BCdFN8O2P2SSi as an isolated structure. The level of theory is wB97M-V/def2-TZVPD.

The HOMO-LUMO gap (alpha / beta) is 7.61 / 6.33 eV. Its multiplicity is 2. The charge is 0. The expectation value of S² is 0.7564. The HOMO energy (alpha / beta) is -7.42 / -7.42 eV.

CARTESIAN COORDINATES (ANGSTROEM)
Cd  -0.5806  0.6930  -0.7495
O  2.3319  -0.3264  -3.8853
S  1.8830  -0.5645  -2.4863
C  3.3340  -0.0538  -1.4818
C  4.4510  -0.8653  -1.6521
C  5.6636  -0.5732  -1.0582
C  5.7757  0.5629  -0.2772
C  4.6767  1.3842  -0.1120
C  3.4392  1.1163  -0.7133
P  2.1610  2.3914  -0.3796
C  2.5476  3.9353  -1.2562
C  1.4917  4.7924  -1.5586
C  1.7367  6.0113  -2.1695
C  3.0352  6.3753  -2.4978
C  4.0862  5.5181  -2.2142
C  3.8458  4.3031  -1.5883
C  2.5731  2.8322  1.3520
C  2.5677  1.8154  2.3069
C  2.9046  2.0875  3.6196
C  3.2175  3.3871  3.9996
C  3.1726  4.4113  3.0675
C  2.8399  4.1420  1.7471
C  2.0157  -2.3440  -2.2157
C  2.5783  -3.0834  -3.2435
C  2.7734  -4.4455  -3.0696
C  2.4219  -5.0404  -1.8671
C  1.8235  -4.2895  -0.8662
C  1.5637  -2.9331  -1.0371
P  0.7095  -1.8618  0.2059
C  -1.0990  -2.4067  0.0922
C  -1.3272  -3.7418  -0.5564
C  -2.6086  -3.8974  -0.8912
C  -4.6969  -2.7880  -0.0586
C  -4.2125  -2.6252  1.4007
C  -3.1720  -1.6563  1.8471
C  1.4192  -2.5682  1.7270
C  0.8903  -3.6330  2.4515
C  1.5485  -4.1129  3.5743
C  2.7479  -3.5451  3.9777
C  3.2918  -2.4948  3.2527
C  2.6273  -2.0079  2.1393
H  4.3719  -1.7494  -2.2674
H  6.5080  -1.2313  -1.2047
H  6.7102  0.8167  0.2043
H  4.7880  2.2680  0.5022
H  0.4735  4.5025  -1.3271
H  0.9118  6.6717  -2.3976
H  3.2257  7.3235  -2.9817
H  5.0977  5.7916  -2.4815
H  4.6753  3.6430  -1.3758
H  2.2835  0.8132  2.0158
H  2.9007  1.2917  4.3517
H  3.4736  3.6029  5.0283
H  3.3964  5.4266  3.3651
H  2.8106  4.9509  1.0304
H  2.8636  -2.5724  -4.1529
H  3.2179  -5.0342  -3.8605
H  2.5995  -6.0960  -1.7111
H  1.5484  -4.7733  0.0640
H  -0.5692  -4.4917  -0.7068
H  -3.0379  -4.8331  -1.2284
H  -5.3851  -1.9709  -0.2775
H  -5.0586  -2.6653  2.0885
H  -3.3013  -0.8931  2.5914
H  -0.0428  -4.0906  2.1458
H  1.1221  -4.9336  4.1347
H  3.2565  -3.9199  4.8552
H  4.2307  -2.0517  3.5567
H  3.0560  -1.1903  1.5721
C  -1.8397  0.2571  -5.0842
C  -0.9031  0.6718  -4.1318
N  -1.4048  0.5675  -2.9144
N  -2.6539  0.0685  -3.0353
C  -2.9345  -0.1160  -4.3432
B  -3.5604  -0.3115  -1.8338
N  -3.7164  0.8809  -0.8564
C  -4.8220  1.3119  -0.2212
C  -4.5068  2.4423  0.4940
C  -3.1446  2.6336  0.2473
N  -2.6754  1.6998  -0.5592
N  -2.8791  -1.5578  -1.0861
C  -3.4546  -2.7417  -0.8493
C  -2.9532  -3.1359  2.0450
C  -1.8613  -2.2748  1.4766
N  -1.5832  -1.4317  -0.8667
N  -4.9068  -0.7409  -2.4146
C  -5.1932  -1.8913  -3.0772
C  -6.4156  -1.7482  -3.6787
C  -6.8061  -0.4390  -3.3442
N  -5.8979  0.1635  -2.6056
H  -1.7332  0.2343  -6.1523
H  0.0978  1.0439  -4.2741
H  -3.8940  -0.4808  -4.6605
H  -5.7615  0.8089  -0.3472
H  -5.1621  3.0340  1.1039
H  -2.4801  3.3877  0.6371
H  -5.2234  -3.7372  -0.1735
H  -2.9111  -3.6864  2.9714
H  -1.1337  -2.0092  2.2429
H  -4.5056  -2.7165  -3.0832
H  -6.9422  -2.4725  -4.2720
H  -7.7064  0.0859  -3.6123
F  1.0351  1.9017  -1.7347
C  -0.3591  3.1836  2.8682
Si  -0.7467  1.3250  2.8471
C  0.2303  0.3939  4.1654
C  -2.5348  1.2363  3.4812
O  -0.4128  0.6662  1.4121
H  0.3911  3.4581  3.6098
H  -1.2635  3.7513  3.0906
H  0.0107  3.5215  1.9006
H  0.2675  0.9350  5.1123
H  1.2522  0.1648  3.8583
H  -0.2665  -0.5602  4.3537
H  -2.7457  2.1370  4.0589
H  -2.6953  0.3904  4.1478
H  -3.2696  1.1895  2.6790

no.,electronic energy (a.u.)
1,-758.296827
2,-231.035826
3,-157.034207
4,-322.478309
5,-4224.194111